DFT (wB97M-V/def2-TZVPD) results for a molecular structure, C8H21FIOP2Pt.

```
35
Properties=species:S:1:pos:R:3:forces:R:3:lowdin_spin:R:1
H 1.617 -2.375 0.786 -0.13 -0.17 0.23 0.026
H -2.784 2.159 -3.007 0.32 -0.03 0.11 0.016
H 5.180 -0.511 0.654 -0.17 0.09 -0.05 0.001
H 0.511 3.289 -0.772 -0.13 0.33 -0.09 0.002
C -2.227 -2.357 1.626 -0.19 0.12 -0.61 0.052
H 1.280 1.061 -2.587 -0.34 0.15 -0.11 0.001
H -0.785 -0.409 3.607 0.12 -0.09 -0.08 0.001
C 0.234 1.065 -2.923 -0.01 -0.37 0.05 0.065
C 0.624 -2.832 0.903 -0.16 0.01 -0.44 0.091
C -0.075 -1.132 3.186 0.16 0.77 -0.19 0.068
O 0.712 2.175 2.059 -1.46 -2.78 -2.78 0.088
H -2.229 -3.234 2.287 0.30 0.12 -0.04 0.015
I 2.680 0.141 0.054 0.98 -0.31 -0.29 0.877
C 0.165 1.432 1.348 1.92 5.52 5.57 0.232
Pt -0.732 0.260 0.261 -3.00 -1.66 -1.26 0.980
H -0.656 3.924 -1.980 0.01 -0.22 -0.16 0.019
H -1.205 3.582 -0.328 0.15 -0.01 -0.12 0.001
H 0.305 -3.174 -0.086 -0.04 0.03 0.02 0.002
H -2.482 -2.653 0.603 -0.14 -0.17 0.19 0.001
F -2.820 -0.143 0.085 1.79 0.77 0.59 0.458
H -0.058 -2.004 3.849 0.02 -0.17 -0.20 0.019
H -3.328 1.720 -1.347 0.35 0.07 -0.17 0.000
H -0.024 0.050 -3.242 0.02 0.07 0.01 0.002
C -2.617 1.489 -2.152 -0.12 -0.67 0.21 0.055
P -0.578 -1.618 1.523 -0.17 -3.46 1.77 0.345
C -0.526 3.252 -1.125 0.26 -0.24 0.85 0.070
P -0.898 1.549 -1.587 -0.60 1.85 -3.78 0.349
C 4.740 -0.291 -0.319 0.83 -0.19 0.49 0.097
H -2.996 -1.643 1.952 0.41 -0.09 0.02 0.000
H 4.831 -1.136 -1.000 -0.40 0.04 -0.19 0.012
H 0.708 -3.730 1.535 -0.06 0.39 0.12 0.016
H -2.793 0.448 -2.442 -0.18 0.20 -0.16 0.001
H 5.164 0.616 -0.749 -0.16 0.16 -0.13 0.020
H 0.923 -0.684 3.132 -0.08 -0.10 0.29 0.001
H 0.140 1.717 -3.805 -0.10 0.06 0.34 0.016
```
Positions in Å, forces in eV/Å.

Its total charge is +3. For the energy, the calculation gives -1590.9501 a.u. The gap between HOMO and LUMO (alpha / beta) comes out at 7.45 / 6.35 eV. As for the spin multiplicity: 5. Its expectation value of S² is 6.02. The HOMO energy (alpha / beta) is -18.750 / -21.964 eV. The value obtained for the LUMO energy (alpha / beta) is -11.30 / -15.61 eV.